An isolated molecule of C2H2N2OS in a non-equilibrium geometry. Source: the Open Molecules 2025 dataset; level of theory: ωB97M-V with the def2-TZVPD basis set.

```
! RIJCOSX wB97M-V def2-TZVPD def2/J DEFGRID3
* xyz 0 1
O 0.415 2.277 -0.530
C 0.147 1.145 -0.246
C 0.922 -0.070 -0.306
N 0.350 -1.160 0.077
N -0.871 -0.981 0.467
S -1.473 0.619 0.404
H 1.937 -0.074 -0.655
H -1.426 -1.756 0.790
*
```

Summary:
ΔE to the lowest compared entry with this formula, charge and spin = 0.946 eV
Maximum force = 1.182 eV/A
HOMO level = -9.077 eV
HOMO-LUMO gap = 9.386 eV
E = -17968.0298 eV
SMILES string = O=c1cn[nH]s1

=====

An isolated molecule of C2H2N2OS in a non-equilibrium geometry. Source: the Open Molecules 2025 dataset; level of theory: ωB97M-V with the def2-TZVPD basis set.

```
! RIJCOSX wB97M-V def2-TZVPD def2/J DEFGRID3
* xyz 0 1
S 0.037 1.513 1.241
C 0.107 0.268 0.218
N 0.010 -1.036 0.452
N -0.118 -1.816 -0.638
C -0.157 -0.951 -1.603
O 0.101 0.287 -1.125
H 0.053 -1.499 1.397
H -0.388 -0.948 -2.639
*
```

Summary:
ΔE to the lowest compared entry with this formula, charge and spin = 0.837 eV
Maximum force = 3.990 eV/A
HOMO level = -8.736 eV
HOMO-LUMO gap = 9.522 eV
E = -17968.1396 eV
SMILES string = S=c1[nH]nco1

=====

Q: Which of these has the highest E?
A: number 1

=====

Q: E of number 2 (C2H2N2OS)?
A: -17968.1396 eV

=====

Q: What is the HOMO-LUMO gap in the first record?
A: 9.386 eV

=====

Repeat the second record exactly.
An isolated molecule of C2H2N2OS in a non-equilibrium geometry. Source: the Open Molecules 2025 dataset; level of theory: ωB97M-V with the def2-TZVPD basis set.

```
! RIJCOSX wB97M-V def2-TZVPD def2/J DEFGRID3
* xyz 0 1
S 0.037 1.513 1.241
C 0.107 0.268 0.218
N 0.010 -1.036 0.452
N -0.118 -1.816 -0.638
C -0.157 -0.951 -1.603
O 0.101 0.287 -1.125
H 0.053 -1.499 1.397
H -0.388 -0.948 -2.639
*
```

Summary:
ΔE to the lowest compared entry with this formula, charge and spin = 0.837 eV
Maximum force = 3.990 eV/A
HOMO level = -8.736 eV
HOMO-LUMO gap = 9.522 eV
E = -17968.1396 eV
SMILES string = S=c1[nH]nco1